Record 1
The following is a DFT calculation (ωB97M-V/def2-TZVPD) of 6 unconnected molecules or ions with the total composition H11NO4.

Geometry as XYZ:
```
16
Properties=species:S:1:pos:R:3:forces:R:3:nbo_charge:R:1
N 2.71360 1.00427 -0.31372 -0.471 1.095 0.460 -1.093
H 3.57946 0.80750 0.17309 -0.208 -0.110 0.066 0.355
H 2.05771 1.48509 0.32022 0.827 -0.198 -0.211 0.372
H 2.22627 0.16254 -0.53972 0.177 -0.711 -0.350 0.358
H 0.24856 -0.76269 -1.29443 0.006 -0.320 -0.145 0.476
H 0.24264 -0.12061 -2.75667 0.402 -0.574 0.583 0.474
O 0.76530 -0.62732 -2.10010 -0.246 0.750 -0.841 -0.936
H -0.64099 -2.17153 0.05334 -0.469 -0.014 -1.092 0.493
H -1.02500 0.29451 -0.76287 0.680 -3.196 1.407 0.463
O -0.55391 -1.22532 0.22564 0.278 2.916 -0.614 -0.950
H -2.02481 -0.75483 0.63005 -0.594 0.286 0.389 0.474
H -3.02204 -0.97806 1.72033 -0.264 0.554 -0.127 0.466
O -2.86062 -0.37023 0.98038 -0.014 -0.607 0.190 -0.980
H -0.00120 0.44671 0.91855 0.101 -1.607 0.132 0.477
H -0.36669 1.82624 0.74682 -3.449 4.119 -3.290 0.448
O 0.11560 1.31477 1.26749 3.243 -2.383 3.444 -0.896
```
Forces are in eV/Å.

## Properties
HOMO level ... -9.42 eV
Energy ... -9852.8083 eV
E_LUMO ... -4.2875 eV
Energy above the lowest of the compared OMol25 structures with the same formula, charge and spin ... 666.8 kJ/mol
Orbital gap ... 0.188 Eh



Record 2
The following is a DFT calculation (ωB97M-V/def2-TZVPD) of a molecular structure, C4H6CdFO4.

Geometry as XYZ:
```
16
Properties=species:S:1:pos:R:3:forces:R:3:nbo_charge:R:1
O 0.76562 0.88443 -0.58117 0.283 -1.913 -1.269 -0.920
C 1.80885 0.03698 -0.48344 0.212 0.091 -0.089 0.449
C 1.39559 -1.08033 0.47601 -0.150 -0.309 -0.147 -0.127
O 0.51084 -0.45987 1.40512 0.003 0.018 -0.170 -0.505
C -0.50463 0.19298 0.79800 -0.603 -0.254 1.846 1.037
O -1.35307 -0.64870 0.20563 0.743 0.079 -0.543 -0.508
O -0.89506 1.28624 1.28305 -1.022 -1.667 0.092 -0.841
C -2.37190 -0.06519 -0.60273 -0.367 0.407 -0.050 -0.262
H 2.24069 -1.49584 1.03179 -0.251 0.137 -0.101 0.219
F 2.93463 0.69156 0.07856 -0.282 -0.024 -0.112 -0.397
H 2.15123 -0.34867 -1.45669 -0.013 0.115 0.211 0.137
H 0.86602 -1.86542 -0.08109 0.170 0.093 0.155 0.191
H -2.90709 -0.89977 -1.06403 0.143 0.240 0.126 0.204
H -3.04712 0.54156 0.01241 0.111 -0.228 -0.108 0.199
H -1.93100 0.58178 -1.37238 -0.005 -0.256 0.122 0.193
Cd 0.33639 2.64828 0.35096 1.028 3.470 0.036 0.930
```
Forces are in eV/Å.

## Properties
HOMO level (alpha / beta) ... -7.41 / -10.28 eV
Energy ... -19715.2351 eV
E_LUMO (alpha / beta) ... 0.8409 / -0.8568 eV
2S+1 ... 2
Energy above the lowest of the compared OMol25 structures with the same formula, charge and spin ... 0.0 kJ/mol
Orbital gap (alpha / beta) ... 0.303 / 0.346 Eh



Record 3
The following is a DFT calculation (ωB97M-V/def2-TZVPD) of 3 unconnected molecules or ions with the total composition C3H8O2.

Geometry as XYZ:
```
13
Properties=species:S:1:pos:R:3:forces:R:3:nbo_charge:R:1
C 0.09452 1.42615 -0.25069 0.512 0.745 0.185 -0.300
C 0.93482 0.75435 -1.00609 0.622 0.976 -0.554 -0.469
H 0.29446 1.51501 0.78253 -0.174 0.059 0.782 0.220
H -0.71344 2.02323 -0.63631 -0.309 -0.129 -0.241 0.190
H 1.86928 0.36555 -0.64408 0.046 -0.370 0.288 0.207
H 0.86851 0.90947 -2.05257 -0.156 -0.517 -1.091 0.193
C -0.09227 -1.51609 -0.43099 -0.431 -1.362 0.285 0.293
O 0.35565 -1.84549 0.64855 0.202 0.073 -0.590 -0.569
H -1.08537 -1.06952 -0.54222 0.024 0.326 0.123 0.130
H 0.35853 -1.87169 -1.36430 0.311 0.228 -0.112 0.133
O -0.79866 0.12109 1.90952 -0.396 -0.422 0.517 -0.977
H -1.73681 -0.09145 1.92275 0.032 0.011 0.158 0.463
H -0.34923 -0.72062 1.66390 -0.284 0.384 0.250 0.487
```
Forces are in eV/Å.

## Properties
HOMO level ... -9.95 eV
Energy ... -7333.4056 eV
E_LUMO ... 0.4902 eV
Energy above the lowest of the compared OMol25 structures with the same formula, charge and spin ... 255.2 kJ/mol
Orbital gap ... 0.384 Eh
SMILES string ... C=C.C=O.O



Record 4
The following is a DFT calculation (ωB97M-V/def2-TZVPD) of a single C4H2N2O molecule.

Geometry as XYZ:
```
9
Properties=species:S:1:pos:R:3:forces:R:3:nbo_charge:R:1
N -2.07161 2.55485 1.43989 -1.513 0.466 1.650 -0.106
C -1.93270 1.43622 1.74064 0.855 1.541 -1.694 0.156
C -1.03755 0.70661 0.95636 0.702 -1.635 -0.164 -0.049
C -0.24040 0.33021 0.14381 -0.330 -0.107 0.441 -0.068
C 0.72606 -0.16948 -0.82535 0.204 0.000 -0.250 0.600
N 1.04079 -1.47361 -0.62265 0.201 -0.092 -0.209 -0.795
O 1.18157 0.53053 -1.70622 -0.093 -0.306 0.251 -0.553
H 0.63159 -2.01102 0.12291 0.031 0.120 -0.092 0.406
H 1.70225 -1.90432 -1.24938 -0.058 0.013 0.068 0.410
```
Forces are in eV/Å.

## Properties
HOMO level ... -10.51 eV
Energy ... -9204.4770 eV
E_LUMO ... -0.4872 eV
Energy above the lowest of the compared OMol25 structures with the same formula, charge and spin ... 218.3 kJ/mol
Orbital gap ... 0.368 Eh
SMILES string ... N#CC#CC(N)=O



Record 5
The following is a DFT calculation (ωB97M-V/def2-TZVPD) of a single C5H6N2 molecule.

Geometry as XYZ:
```
13
Properties=species:S:1:pos:R:3:forces:R:3:nbo_charge:R:1
C 0.33344 -0.17602 2.53187 -0.556 -0.191 1.152 -0.431
C -0.27816 0.50048 1.57706 0.709 -0.838 -0.927 0.003
N -0.03112 0.23743 0.20111 0.195 -0.475 1.520 -0.367
C 0.64182 -0.82920 -0.34703 1.396 -1.509 0.537 -0.118
C 0.38624 -0.78383 -1.67532 -0.375 0.787 -0.278 -0.083
N -0.43938 0.27405 -1.96435 -0.203 0.550 0.466 -0.454
C -0.66159 0.84965 -0.80083 -0.285 0.049 -1.844 0.178
H 1.04380 -0.98746 2.31359 -0.360 0.634 0.282 0.211
H -0.01709 -0.00283 3.57321 0.653 -0.205 -0.870 0.219
H -1.05504 1.22100 1.71406 -0.179 0.407 0.283 0.211
H 1.29396 -1.55895 0.20023 -0.992 1.135 -0.448 0.224
H 0.74701 -1.34889 -2.50056 0.311 -0.661 -0.087 0.212
H -1.24966 1.73028 -0.67236 -0.312 0.317 0.214 0.195
```
Forces are in eV/Å.

## Properties
HOMO level ... -9.04 eV
Energy ... -8261.4401 eV
E_LUMO ... 0.9811 eV
Energy above the lowest of the compared OMol25 structures with the same formula, charge and spin ... 88.6 kJ/mol
Orbital gap ... 0.368 Eh
SMILES string ... C=Cn1ccnc1



Record 6
The following is a DFT calculation (ωB97M-V/def2-TZVPD) of 4 unconnected molecules or ions with the total composition C18H42NO4S.

Geometry as XYZ:
```
66
Properties=species:S:1:pos:R:3:forces:R:3:nbo_charge:R:1
C 7.18904 -1.94693 0.88106 -1.640 0.768 -0.167 -0.311
C 5.93045 -1.20937 0.45768 1.863 -0.498 0.879 -0.315
C 5.22114 -0.20415 1.59178 0.903 -1.986 0.161 0.036
C 4.84825 1.27468 0.99525 2.567 0.729 -0.381 -0.285
N 3.40550 1.47078 0.59371 -1.818 0.079 -0.023 -0.552
C 2.47330 0.86855 1.66559 0.712 -2.012 2.659 -0.213
S 0.66014 1.23574 1.38065 0.261 -0.131 0.541 -0.038
C 2.83855 -0.76312 1.64901 -0.326 1.219 -0.844 -0.098
O 4.14004 -0.88350 2.31988 -1.372 1.035 -1.358 -0.524
H 7.13085 -2.90049 1.59400 0.177 3.160 -0.176 0.230
H 8.27694 -1.59355 0.59520 -2.393 -1.729 -0.966 0.231
H 5.48393 -1.39152 -0.61416 1.598 1.651 1.694 0.231
H 6.08763 -0.02294 2.39335 -2.166 -0.377 -1.793 0.255
H 5.13024 2.14103 1.76108 -0.872 -2.077 -1.485 0.260
H 5.50378 1.49536 0.02480 -1.395 -0.643 2.140 0.271
H 3.15308 1.01903 -0.32984 0.568 0.471 1.117 0.446
H 3.16741 2.49035 0.49033 0.458 -1.002 0.076 0.456
H 2.87975 1.26724 2.71350 -1.011 -0.691 -2.362 0.260
H 0.01436 0.93195 2.62220 1.494 0.296 -1.336 0.218
H 1.97634 -1.40943 2.13512 2.188 1.473 -0.641 0.261
H 2.86061 -1.04989 0.49327 0.184 0.267 2.258 0.174
C 5.89600 -3.89582 -2.34864 -0.197 -0.036 0.100 -0.647
C 7.32593 -4.40252 -2.44411 -0.016 -0.181 0.111 -0.064
O 7.56841 -5.56936 -1.66213 0.038 0.206 0.096 -0.538
C 6.79079 -6.72060 -1.98237 0.057 -0.074 -0.088 -0.065
C 6.98400 -7.20251 -3.41029 0.098 0.048 -0.118 -0.646
H 5.63437 -3.68107 -1.30479 0.085 -0.057 -0.148 0.200
H 5.77454 -2.98128 -2.93806 0.050 -0.082 0.026 0.208
H 5.17776 -4.62969 -2.71950 0.029 0.079 -0.066 0.213
H 7.99881 -3.62605 -2.06641 0.046 -0.256 0.096 0.183
H 7.61334 -4.57845 -3.48507 -0.095 0.008 -0.039 0.170
H 5.73342 -6.53294 -1.76792 -0.034 0.011 -0.074 0.156
H 7.10770 -7.51486 -1.29626 0.075 0.334 -0.013 0.194
H 6.67620 -6.45109 -4.14113 -0.077 -0.084 0.024 0.201
H 6.39496 -8.10671 -3.58971 0.076 0.101 0.043 0.222
H 8.03912 -7.42847 -3.59819 -0.156 -0.006 0.061 0.218
C -6.18806 0.95688 2.16903 -0.038 -0.130 0.127 -0.648
C -5.08589 2.00144 2.10051 -0.240 -0.081 -0.024 -0.065
O -3.85164 1.56247 2.66239 0.388 -0.097 0.086 -0.544
C -3.25380 0.41556 2.06258 -0.286 0.258 -0.017 -0.057
C -2.92786 0.60385 0.59057 -0.019 0.042 -0.121 -0.648
H -6.36285 0.65177 3.20852 0.027 0.109 -0.184 0.213
H -7.12013 1.35734 1.75744 0.175 -0.008 0.039 0.233
H -5.93324 0.05768 1.60470 -0.064 0.054 -0.075 0.200
H -5.39833 2.87880 2.67582 0.283 -0.132 0.036 0.192
H -4.93249 2.34614 1.07348 -0.041 -0.064 -0.060 0.161
H -3.88684 -0.46440 2.21810 0.025 -0.001 -0.088 0.174
H -2.32227 0.22486 2.60839 -0.180 0.147 0.149 0.159
H -3.82352 0.79068 -0.00641 0.075 -0.089 0.040 0.222
H -2.43872 -0.28974 0.19183 -0.040 0.065 0.039 0.213
H -2.25899 1.46027 0.45349 -0.060 -0.052 0.007 0.197
C -7.19640 5.59286 0.33780 -0.073 -0.006 0.158 -0.645
C -6.90988 4.57004 -0.74954 -0.137 -0.009 0.100 -0.063
O -7.70756 3.39322 -0.64671 0.156 -0.126 0.056 -0.546
C -9.11920 3.57426 -0.73098 -0.021 0.015 -0.076 -0.065
C -9.57159 4.19767 -2.04064 0.077 0.046 -0.136 -0.645
H -7.04463 5.14991 1.33025 0.021 0.084 -0.186 0.209
H -6.53395 6.45810 0.23262 -0.064 -0.131 0.015 0.217
H -8.22593 5.95391 0.29687 0.073 0.054 -0.050 0.208
H -5.86638 4.25048 -0.66385 -0.187 -0.198 -0.025 0.179
H -7.01504 5.01242 -1.74472 -0.054 0.069 0.006 0.164
H -9.47694 4.15315 0.12702 -0.005 0.070 -0.048 0.162
H -9.56980 2.57891 -0.64007 0.310 0.096 0.035 0.189
H -9.15732 5.19859 -2.18222 -0.109 -0.014 0.051 0.203
H -10.66223 4.27871 -2.06676 0.127 -0.029 0.016 0.221
H -9.24516 3.58574 -2.88835 -0.076 0.045 0.129 0.213
```
Forces are in eV/Å.

## Properties
HOMO level ... -10.94 eV
Energy ... -39846.9825 eV
E_LUMO ... -4.0411 eV
Orbital gap ... 0.254 Eh
Charge ... +1